C4H6ClNS | ωB97M-V/def2-TZVPD

```
13
Properties=species:S:1:pos:R:3:forces:R:3:mulliken_charge:R:1
C -0.884350 -0.792695 -1.179982 0.801 -1.651 0.378 -0.739
C -1.547783 -0.102879 0.037386 3.578 -0.127 0.692 0.492
C -0.812756 0.517386 1.010202 2.645 -0.959 -0.971 -0.622
C 0.761471 0.578938 1.125391 0.840 -0.138 -1.995 0.088
H 0.285464 -0.628646 -1.110018 -2.715 0.381 -0.839 0.195
H -0.882359 -1.984201 -1.018224 -0.707 2.538 -0.319 0.259
H -1.473347 -0.549640 -2.153341 1.560 -0.367 1.576 0.272
H -1.133729 0.761226 1.993837 -1.256 0.222 0.355 0.342
H 1.100665 0.283332 2.317115 -0.427 1.071 -3.549 0.260
H 3.035881 0.808282 -1.443849 1.175 0.091 2.494 0.171
N 1.531978 0.809984 0.017692 -4.875 -0.895 5.252 -0.367
S 3.159019 0.810124 0.031537 0.858 -0.098 -3.043 -0.166
Cl -3.140152 -0.511210 0.372255 -1.475 -0.068 -0.033 -0.185
```
Positions in Å, forces in eV/Å.

HOMO level = -8.38 eV
Energy above the lowest of the compared OMol25 structures with the same formula, charge and spin = 74.1 kcal/mol